# C43H32O3P2PtS4Sb

C43H32O3P2PtS4Sb as an isolated structure at a distorted geometry (ωB97M-V with the def2-TZVPD basis set, the Open Molecules 2025 dataset).

Results
expectation value of S²	1.115
net charge	0
ΔE to the lowest compared entry with this formula, charge and spin	273.07	kJ/mol
frontier orbital gap (spin up / spin down)	5.05 / 4.82	eV
LUMO energy (spin up / spin down)	-1.82 / -1.82	eV
2S+1	2

Positions of all 86 atoms, in Å:
C  -5.44  -2.28  -0.28
H  2.77  -1.95  -3.78
P  1.78  0.88  0.21
C  3.32  3.24  0.63
C  4.47  -0.99  -2.99
C  -0.69  -2.66  -1.29
P  -1.37  -1.55  -0.01
C  5.00  -0.16  -2.02
H  -6.77  -1.56  -1.79
H  3.09  -1.60  0.90
C  -1.30  -3.90  -1.41
C  -0.05  -4.33  -3.39
H  3.25  6.25  -0.93
C  2.31  2.60  -0.07
C  1.66  3.28  -1.10
H  6.06  0.07  -2.01
C  -2.22  3.10  -1.83
O  -2.79  2.77  1.57
C  -1.96  -2.52  2.58
H  1.35  -4.48  2.81
C  -5.75  -1.61  -1.44
H  4.00  -1.10  5.04
C  0.10  -3.26  1.59
C  3.61  -1.48  2.97
C  2.59  0.31  1.73
C  -0.95  -4.76  -2.43
C  3.13  -1.31  -3.00
H  -3.48  5.18  0.53
H  -6.22  -2.77  0.28
H  0.19  -4.95  -4.23
C  0.32  -2.27  -2.18
C  -2.49  3.66  -0.57
C  3.07  0.58  4.07
C  2.27  -0.81  -2.02
H  -0.24  -4.51  4.71
O  0.93  -1.07  -1.89
H  4.02  -2.49  3.00
H  -2.53  3.31  -3.94
C  -3.13  -1.67  -0.50
C  0.57  -3.09  -3.28
H  0.87  2.77  -1.65
C  -1.10  -2.55  1.49
H  1.22  -2.78  -4.08
C  -3.51  4.86  -2.84
S  -1.32  1.63  -2.07
C  3.00  5.22  -0.70
C  -0.47  -3.96  3.81
C  4.16  0.38  -1.07
H  -2.85  -1.90  2.56
C  -3.28  4.79  -0.46
C  3.66  4.55  0.31
C  -4.74  -0.99  -2.17
H  -2.65  -0.52  -2.25
H  1.47  5.10  -2.20
H  4.44  5.05  0.87
C  -2.74  3.73  -2.96
H  0.78  -3.26  0.75
S  -2.22  0.64  2.54
C  -1.65  -3.23  3.73
H  2.12  2.07  2.86
H  -4.96  -0.49  -3.10
C  3.10  -0.98  1.79
H  5.11  -1.40  -3.76
H  4.54  1.04  -0.31
H  -2.34  -3.23  4.56
Pt  -0.61  0.62  0.22
C  2.80  0.07  -1.06
C  -3.78  5.41  -1.59
C  2.57  1.09  2.89
C  -1.95  3.01  0.68
O  -0.71  2.79  0.73
C  -3.44  -1.02  -1.69
H  -2.04  -4.17  -0.67
C  3.60  -0.70  4.11
H  -3.92  5.33  -3.72
H  3.85  2.74  1.43
Sb  -0.12  -0.65  5.38
S  -0.65  1.15  6.73
C  1.99  4.58  -1.41
C  -4.14  -2.33  0.19
S  -0.35  0.54  3.07
H  -3.92  -2.90  1.08
H  -4.38  6.30  -1.50
H  3.05  1.18  4.97
H  -1.40  -5.74  -2.50
C  0.41  -3.95  2.74


# C32H42AlBeCaCl2F5N3O11S

C32H42AlBeCaCl2F5N3O11S as an isolated structure at a distorted geometry (ωB97M-V with the def2-TZVPD basis set, the Open Molecules 2025 dataset).

Results
net charge	+1
frontier orbital gap	0.94	eV
LUMO energy	-6.88	eV

Positions of all 99 atoms, in Å:
C  3.54  4.67  4.20
H  -0.08  0.63  0.28
H  5.22  -5.53  -1.97
O  -2.61  2.49  -1.73
H  -9.26  2.98  -2.19
H  1.50  4.99  3.47
C  4.77  -3.92  -3.33
Cl  -6.51  3.76  -2.49
C  -2.71  2.55  2.93
H  3.90  -3.65  -2.72
C  -1.58  2.26  -3.76
H  4.90  6.32  6.92
C  -0.37  -1.11  1.71
C  -0.90  -0.06  0.62
N  1.91  -2.10  2.17
H  -6.43  1.25  0.95
C  -7.62  -2.66  2.49
H  2.59  -2.78  1.81
F  4.04  2.16  0.78
F  2.35  4.46  0.81
C  -1.37  3.05  -1.67
C  4.20  6.00  6.15
H  -9.11  1.30  -1.69
C  -7.26  2.17  -2.31
H  3.17  -5.93  -3.42
F  1.71  2.21  2.46
H  4.27  -6.30  -4.63
C  4.52  5.09  5.23
O  6.32  -5.96  -5.10
H  -6.60  1.54  -1.71
C  -5.60  -3.07  1.03
H  -3.50  1.40  -3.24
O  6.90  5.40  3.95
O  -0.77  3.06  -2.90
Cl  -8.49  2.79  0.05
O  0.95  -2.43  0.08
C  -1.65  1.82  2.24
C  5.18  -5.35  -3.05
S  -3.98  -0.93  0.06
C  1.89  6.21  5.15
H  -7.34  1.73  -3.30
H  5.58  -3.23  -3.09
H  0.75  -7.73  -5.43
H  7.05  -5.25  -6.88
H  1.46  -2.53  2.99
C  7.17  5.29  2.74
C  -4.14  2.23  2.76
O  0.63  -5.89  -4.43
H  7.47  -4.24  -5.48
O  7.71  4.34  2.13
C  6.69  -4.85  -5.93
C  -2.04  0.74  1.34
H  -1.28  -0.58  -0.30
H  -1.17  1.25  -3.80
C  6.51  -5.74  -3.71
H  -1.26  -1.75  1.96
N  4.13  -6.26  -3.61
H  4.23  -7.21  -3.27
H  5.81  -4.24  -6.13
C  -8.62  2.27  -1.68
H  5.49  4.62  5.20
C  -4.55  1.13  1.86
H  -8.50  -3.05  3.05
H  -4.86  2.84  3.35
C  -2.92  2.32  -3.09
C  -6.74  -3.59  1.78
C  -6.21  -0.66  1.72
C  -3.46  0.44  1.17
Al  2.40  2.72  0.92
F  3.39  -0.71  1.65
F  1.44  2.03  -0.39
H  2.26  -6.96  -5.18
O  6.86  6.33  1.92
H  -0.09  -0.48  2.61
H  -8.08  -0.57  3.04
N  -5.97  0.78  1.73
H  -1.59  2.67  -4.77
O  -0.89  3.48  -0.68
H  4.48  -3.77  -4.37
H  0.91  6.69  5.19
C  2.20  5.30  4.23
C  2.86  6.63  6.18
H  7.30  -5.02  -3.50
C  -5.39  -1.63  1.01
C  1.25  -7.04  -4.72
Be  2.55  -3.67  -0.04
H  -4.89  -3.72  0.47
C  -7.35  -1.21  2.48
H  1.45  -7.73  -3.86
O  2.57  7.46  7.02
H  -2.40  3.35  3.63
H  7.20  5.89  1.12
H  -0.53  2.01  2.36
C  0.85  -1.92  1.22
H  -6.88  -4.70  1.79
O  3.82  3.85  3.36
H  -3.52  3.17  -3.42
H  6.84  -6.70  -3.29
Ca  -8.02  2.27  2.72


| no. | E_tot (eV) |
| --- | --- |
| 1 | -122955.1732 |
| 2 | -135744.7951 |